1.
C30H71IO15Si | ωB97M-V/def2-TZVPD

```
! wB97M-V def2-TZVPD RIJCOSX def2/J DEFGRID3
* xyz 0 1
C -0.71 0.38 1.94
Si -2.48 -0.25 1.94
C -2.63 -1.82 2.92
C -3.67 1.02 2.61
C -3.05 -0.63 0.14
O -3.56 -1.99 -0.01
C -3.25 -2.41 -1.25
O -3.46 -3.51 -1.67
O -2.66 -1.41 -1.96
C -2.01 -0.60 -0.96
I -1.62 1.31 -1.73
H -0.30 0.56 0.95
H -0.64 1.32 2.49
H -0.07 -0.34 2.45
H -1.94 -2.60 2.57
H -3.64 -2.22 2.83
H -2.42 -1.61 3.97
H -3.86 1.81 1.89
H -3.29 1.46 3.54
H -4.63 0.53 2.83
H -3.86 0.06 -0.15
H -1.08 -1.11 -0.71
C 2.32 5.17 0.89
O 3.57 4.61 1.26
C 3.53 3.88 2.47
C 3.48 2.39 2.22
O 2.27 1.99 1.59
C 2.42 1.75 0.20
H 2.43 5.57 -0.12
H 1.52 4.43 0.90
H 2.05 6.00 1.56
H 2.66 4.18 3.07
H 4.43 4.12 3.03
H 3.54 1.87 3.18
H 4.35 2.08 1.62
H 2.99 0.83 0.02
H 2.91 2.58 -0.31
H 1.42 1.62 -0.21
C -0.70 -2.71 -6.79
O 0.19 -3.80 -6.64
C 1.46 -3.44 -6.12
C 1.57 -3.77 -4.65
O 0.70 -2.98 -3.87
C -0.48 -3.66 -3.46
H -1.68 -3.12 -7.04
H -0.79 -2.13 -5.86
H -0.38 -2.04 -7.59
H 1.65 -2.37 -6.28
H 2.21 -4.01 -6.68
H 2.60 -3.56 -4.32
H 1.38 -4.83 -4.49
H -0.25 -4.42 -2.71
H -0.98 -4.14 -4.30
H -1.14 -2.92 -3.02
C -7.35 0.83 -0.60
O -6.08 0.83 -1.23
C -5.96 -0.11 -2.29
C -6.07 0.55 -3.65
O -7.37 1.08 -3.88
C -7.45 2.48 -3.70
H -7.37 1.68 0.08
H -8.15 0.93 -1.34
H -7.50 -0.09 -0.03
H -6.72 -0.89 -2.19
H -4.98 -0.58 -2.21
H -5.87 -0.20 -4.42
H -5.31 1.33 -3.73
H -6.91 3.01 -4.50
H -7.04 2.79 -2.73
H -8.50 2.75 -3.75
C 4.66 -1.30 1.95
O 5.47 -0.30 2.54
C 5.66 -0.47 3.93
C 7.02 -1.04 4.25
O 7.16 -2.36 3.77
C 7.90 -2.46 2.57
H 4.72 -1.17 0.87
H 5.01 -2.30 2.21
H 3.61 -1.20 2.26
H 4.88 -1.11 4.35
H 5.57 0.52 4.40
H 7.16 -1.06 5.33
H 7.80 -0.39 3.82
H 8.96 -2.24 2.74
H 7.52 -1.79 1.80
H 7.81 -3.49 2.22
C 5.24 9.74 1.46
O 4.21 8.88 1.90
C 4.68 7.76 2.63
C 4.50 7.93 4.12
O 5.31 8.97 4.64
C 4.61 10.18 4.87
H 4.76 10.64 1.06
H 5.91 10.03 2.28
H 5.83 9.27 0.66
H 5.74 7.57 2.40
H 4.12 6.88 2.30
H 4.79 7.01 4.62
H 3.44 8.13 4.34
H 3.92 10.08 5.71
H 4.05 10.50 3.98
H 5.35 10.94 5.12
C -4.64 -7.95 0.45
O -3.40 -8.22 -0.18
C -3.48 -9.15 -1.24
C -3.48 -8.47 -2.59
O -4.64 -7.69 -2.80
C -4.44 -6.30 -2.60
H -4.48 -7.12 1.13
H -5.40 -7.67 -0.28
H -4.99 -8.82 1.02
H -4.38 -9.76 -1.15
H -2.61 -9.81 -1.17
H -3.44 -9.23 -3.38
H -2.58 -7.84 -2.69
H -3.81 -5.87 -3.38
H -3.99 -6.09 -1.63
H -5.42 -5.82 -2.64
*
```

Properties
ΔE to the lowest compared entry with this formula, charge and spin in kcal per mole: 0.0
Orbital gap in eV: 9.033
Strongest force on any atom in Eh/bohr: 0.015
HOMO energy in eV: -8.92
SMILES string: C[Si](C)(C)[C@@H]1OC(=O)O[C@H]1I.COCCOC.COCCOC.COCCOC.COCCOC.COCCOC.COCCOC



2.
C30H71NO8 | ωB97M-V/def2-TZVPD

```
! wB97M-V def2-TZVPD RIJCOSX def2/J DEFGRID3
* xyz 0 1
C -0.49 4.15 0.09
C 0.27 3.24 1.23
C 0.69 1.73 0.71
N 0.95 1.63 -0.78
O 2.18 1.16 -1.06
C 3.20 2.21 -1.07
C 2.80 3.57 -1.89
C 4.23 4.41 -2.09
C 2.22 3.32 -3.41
C 0.58 3.50 -3.42
C 2.75 1.94 -4.13
C 0.00 0.52 -1.26
O 0.55 -0.71 -1.45
O -1.44 0.77 -1.56
H -1.38 4.79 0.58
H -1.00 3.53 -0.77
H 0.24 4.97 -0.37
H -0.48 3.18 2.16
H 1.25 3.81 1.56
H -0.25 1.04 0.95
H 1.58 1.33 1.36
H 4.26 1.84 -1.44
H 3.35 2.54 0.07
H 2.10 4.28 -1.27
H 4.08 5.42 -2.68
H 4.82 4.53 -1.08
H 4.93 3.75 -2.79
H 2.64 4.22 -4.07
H 0.33 4.33 -2.60
H -0.02 2.52 -3.21
H 0.17 3.93 -4.45
H 3.86 1.71 -3.86
H 2.67 2.07 -5.31
H 1.99 1.09 -3.84
H -1.47 0.93 -2.57
C -0.52 8.15 4.49
C -0.81 7.54 3.13
O -1.64 6.38 3.19
C -2.95 6.57 3.74
C -3.80 7.55 2.96
H -0.10 7.40 5.17
H 0.19 8.98 4.39
H -1.42 8.54 4.96
H 0.13 7.21 2.68
H -1.24 8.28 2.45
H -2.88 6.85 4.80
H -3.43 5.59 3.72
H -3.38 8.56 3.01
H -4.81 7.59 3.38
H -3.86 7.27 1.91
C -0.94 -3.45 -2.28
C -2.21 -2.65 -2.05
O -3.07 -2.61 -3.19
C -3.57 -3.86 -3.65
C -4.41 -4.59 -2.61
H -0.41 -3.09 -3.17
H -0.28 -3.38 -1.42
H -1.16 -4.51 -2.44
H -1.93 -1.61 -1.84
H -2.75 -3.01 -1.17
H -2.75 -4.49 -4.01
H -4.21 -3.64 -4.51
H -3.81 -4.89 -1.75
H -4.84 -5.50 -3.04
H -5.22 -3.96 -2.25
C 3.71 -0.90 4.69
C 2.45 -0.10 4.92
O 1.58 -0.06 3.79
C 1.08 -1.31 3.33
C 0.24 -2.04 4.37
H 4.25 -0.54 3.81
H 4.38 -0.83 5.56
H 3.50 -1.96 4.53
H 2.72 0.94 5.14
H 1.90 -0.46 5.80
H 1.90 -1.94 2.97
H 0.45 -1.09 2.46
H 0.84 -2.34 5.23
H -0.19 -2.95 3.93
H -0.57 -1.40 4.73
C -4.01 -3.83 2.48
C -2.75 -4.64 2.72
O -2.66 -5.19 4.03
C -3.69 -6.10 4.41
C -3.76 -7.33 3.54
H -4.12 -3.05 3.24
H -3.99 -3.36 1.49
H -4.91 -4.45 2.54
H -1.88 -3.98 2.60
H -2.64 -5.43 1.97
H -4.65 -5.58 4.45
H -3.46 -6.41 5.44
H -4.04 -7.08 2.51
H -4.51 -8.03 3.92
H -2.79 -7.84 3.50
C 2.53 -4.76 -6.45
C 3.75 -4.63 -5.55
O 4.16 -3.28 -5.35
C 3.22 -2.41 -4.72
C 2.82 -2.86 -3.33
H 2.69 -4.25 -7.40
H 2.31 -5.81 -6.64
H 1.64 -4.31 -5.99
H 4.59 -5.14 -6.03
H 3.59 -5.12 -4.59
H 2.34 -2.28 -5.36
H 3.70 -1.43 -4.65
H 2.29 -3.81 -3.34
H 2.17 -2.11 -2.86
H 3.71 -2.99 -2.70
*
```

Properties
Orbital gap in eV: 9.620
Strongest force on any atom in Eh/bohr: 0.178
HOMO energy in eV: -9.18
SMILES string: CCCN(OC[C@@H](C)C(C)C)C(=O)O.CCOCC.CCOCC.CCOCC.CCOCC.CCOCC



3.
C30H73F2N8O9S2V | ωB97M-V/def2-TZVPD

```
! wB97M-V def2-TZVPD RIJCOSX def2/J DEFGRID3
* xyz 1 2
O 1.30 3.93 1.16
V 0.36 3.09 2.11
N 0.18 1.40 0.89
S 0.38 -0.26 1.31
O 1.65 -0.84 0.94
O -0.78 -1.11 1.29
F 0.69 0.08 2.84
S -0.30 1.08 -0.61
O -1.67 0.67 -0.80
O 0.75 0.54 -1.44
F -0.45 2.61 -1.07
C 1.51 -0.90 5.95
C 1.25 -2.40 6.08
N 0.55 -3.05 4.98
C -0.80 -2.52 4.70
C -1.70 -2.64 5.91
C 1.40 -3.12 3.79
C 0.85 -3.93 2.62
H 2.18 -0.63 5.13
H 2.09 -0.60 6.83
H 0.57 -0.36 5.92
H 2.17 -2.97 6.25
H 0.64 -2.59 6.96
H -1.14 -3.18 3.91
H -0.76 -1.49 4.33
H -1.39 -2.01 6.74
H -1.66 -3.66 6.31
H -2.72 -2.32 5.68
H 1.63 -2.10 3.44
H 2.36 -3.58 4.00
H 1.66 -4.09 1.91
H 0.61 -4.95 2.95
H -0.10 -3.65 2.17
C 0.96 -2.27 -3.29
C 1.38 -3.00 -1.99
N 1.34 -4.46 -2.09
C 0.02 -5.07 -2.16
C -1.09 -4.42 -1.35
C 2.32 -5.05 -3.01
C 2.67 -6.51 -2.71
H -0.09 -2.52 -3.45
H 1.59 -2.60 -4.11
H 1.04 -1.19 -3.21
H 2.43 -2.73 -1.87
H 0.79 -2.76 -1.11
H -0.38 -5.03 -3.19
H 0.11 -6.11 -1.85
H -2.04 -4.83 -1.66
H -0.93 -4.60 -0.28
H -1.17 -3.34 -1.48
H 3.21 -4.43 -2.90
H 1.94 -4.90 -4.02
H 3.27 -6.91 -3.52
H 1.76 -7.11 -2.76
H 3.14 -6.61 -1.74
C -2.74 -1.62 -4.63
C -2.07 -0.32 -4.20
N -1.86 0.66 -5.25
C -0.93 0.15 -6.24
C -1.10 0.84 -7.62
C -1.41 1.94 -4.69
C -2.55 2.74 -4.07
H -3.76 -1.52 -5.01
H -2.77 -2.31 -3.77
H -2.16 -2.17 -5.38
H -2.68 0.11 -3.41
H -1.10 -0.65 -3.78
H 0.09 0.47 -5.96
H -0.94 -0.91 -6.46
H -1.00 1.91 -7.51
H -0.45 0.37 -8.37
H -2.08 0.57 -8.02
H -0.91 2.55 -5.44
H -0.69 1.74 -3.89
H -3.24 2.09 -3.53
H -3.10 3.33 -4.80
H -2.14 3.41 -3.31
C -1.94 1.44 4.06
O -1.06 2.10 3.51
N -2.98 0.90 3.44
C -4.01 0.18 4.15
C -3.21 1.16 2.01
H -1.87 1.14 5.12
H -3.77 0.10 5.21
H -4.21 -0.81 3.75
H -4.97 0.71 4.10
H -2.74 2.05 1.60
H -2.96 0.26 1.45
H -4.28 1.35 1.92
C 2.90 2.14 4.24
O 2.27 2.44 3.24
N 4.23 2.16 4.32
C 4.95 1.98 5.57
C 5.00 2.74 3.22
H 2.43 1.80 5.17
H 5.87 1.42 5.49
H 4.31 1.44 6.27
H 5.18 2.96 5.98
H 4.47 2.75 2.28
H 5.34 3.75 3.48
H 5.89 2.12 3.14
C 3.77 3.80 -4.41
O 4.19 4.58 -5.24
N 3.02 2.71 -4.74
C 2.61 1.75 -3.72
C 2.58 2.40 -6.06
H 3.92 3.88 -3.33
H 3.04 2.06 -2.77
H 2.99 0.76 -3.98
H 1.53 1.70 -3.58
H 2.76 3.20 -6.76
H 3.04 1.46 -6.40
H 1.51 2.17 -6.10
C -2.45 4.69 0.82
O -1.38 4.23 1.18
N -3.53 4.93 1.58
C -4.77 5.47 1.03
C -3.50 4.69 3.01
H -2.65 4.88 -0.24
H -4.84 6.51 1.37
H -5.62 4.91 1.39
H -4.65 5.62 -0.04
H -2.48 4.63 3.38
H -3.96 5.52 3.55
H -3.99 3.75 3.26
*
```

Properties
ΔE to the lowest compared entry with this formula, charge and spin in kcal per mole: 37.5
Orbital gap (spin up / spin down) in eV: 4.020 / 4.520
Strongest force on any atom in Eh/bohr: 0.119
HOMO energy (spin up / spin down) in eV: -9.10 / -9.10



4.
C30H74F12N6O8PS2 | ωB97M-V/def2-TZVPD

```
! wB97M-V def2-TZVPD RIJCOSX def2/J DEFGRID3
* xyz 3 1
P 0.58 0.40 1.08
F 1.24 1.81 1.45
F 0.91 0.66 -0.49
F 2.02 -0.38 1.25
F 0.01 -1.07 0.62
F 0.18 0.05 2.60
F -0.87 1.09 0.91
C -0.14 1.80 -4.05
N -1.01 2.95 -3.78
C -1.45 2.95 -2.36
C -0.25 4.23 -4.02
C -2.22 2.92 -4.67
C -1.95 2.68 -6.13
O -0.99 3.58 -6.69
H 0.76 1.92 -3.44
H 0.22 1.86 -5.07
H -0.73 0.91 -3.86
H -1.80 1.94 -2.15
H -2.27 3.65 -2.21
H -0.60 3.13 -1.71
H -0.94 5.05 -4.19
H 0.36 4.09 -4.90
H 0.40 4.44 -3.18
H -2.75 3.86 -4.49
H -2.82 2.08 -4.35
H -2.91 2.92 -6.61
H -1.71 1.65 -6.39
H -0.60 3.24 -7.50
C 5.30 -1.19 -1.57
N 4.24 -0.18 -1.86
C 2.95 -0.88 -2.11
C 4.18 0.73 -0.69
C 4.62 0.62 -3.08
C 4.73 -0.14 -4.37
O 6.01 -0.76 -4.42
H 5.50 -1.80 -2.44
H 5.04 -1.71 -0.66
H 6.23 -0.64 -1.37
H 2.31 -0.33 -2.77
H 2.45 -1.07 -1.16
H 3.17 -1.88 -2.47
H 5.03 1.41 -0.69
H 4.16 0.16 0.23
H 3.27 1.33 -0.72
H 5.60 1.08 -2.88
H 3.93 1.46 -3.11
H 4.54 0.53 -5.21
H 3.96 -0.91 -4.47
H 6.01 -1.35 -5.19
C 1.71 5.32 2.93
N 1.26 5.53 4.34
C 2.41 5.18 5.23
C 0.80 6.93 4.51
C 0.17 4.50 4.58
C -0.94 4.37 3.55
O -1.53 5.66 3.31
H 2.56 5.97 2.73
H 0.91 5.64 2.27
H 1.93 4.27 2.74
H 2.63 4.14 5.07
H 2.17 5.49 6.24
H 3.29 5.73 4.89
H -0.01 7.12 3.82
H 1.63 7.57 4.23
H 0.46 7.08 5.53
H -0.19 4.77 5.58
H 0.62 3.52 4.75
H -1.76 3.80 3.99
H -0.49 3.93 2.66
H -2.15 5.61 2.58
C -4.05 -0.03 0.36
N -4.60 -0.92 1.43
C -5.82 -1.57 0.87
C -3.55 -1.94 1.74
C -4.94 -0.06 2.60
C -5.84 -0.73 3.66
O -5.32 -1.91 4.22
H -3.27 0.58 0.81
H -4.89 0.56 -0.01
H -3.83 -0.61 -0.53
H -6.57 -0.82 0.66
H -6.24 -2.23 1.62
H -5.53 -2.22 0.04
H -3.25 -2.35 0.78
H -4.02 -2.74 2.32
H -2.75 -1.41 2.25
H -5.43 0.86 2.30
H -4.01 0.15 3.14
H -6.83 -0.86 3.22
H -6.07 0.05 4.39
H -4.81 -1.67 4.99
C 3.52 -5.15 -0.68
C 2.47 -5.43 0.40
C 2.72 -4.60 1.65
N 1.68 -4.76 2.71
C 0.36 -4.32 2.21
C 2.07 -3.86 3.88
C 3.00 -4.66 4.78
C 2.75 -6.14 4.41
C 1.59 -6.09 3.45
H 4.54 -5.20 -0.27
H 3.40 -4.16 -1.11
H 3.44 -5.93 -1.43
H 2.48 -6.50 0.64
H 1.47 -5.28 -0.01
H 2.73 -3.54 1.39
H 3.67 -4.89 2.09
H -0.05 -5.03 1.50
H 0.48 -3.37 1.69
H -0.33 -4.17 3.03
H 1.17 -3.49 4.36
H 2.51 -2.95 3.46
H 2.91 -4.43 5.84
H 4.01 -4.37 4.49
H 2.44 -6.77 5.23
H 3.63 -6.59 3.96
H 0.63 -5.97 3.95
H 1.49 -6.92 2.76
C -0.74 -2.07 -2.85
F -0.01 -1.73 -3.94
F -0.26 -3.23 -2.43
F -0.61 -1.13 -1.91
S -2.52 -2.27 -3.29
O -2.51 -3.21 -4.37
O -3.14 -2.74 -2.08
N -2.96 -0.74 -3.78
S -4.54 -0.91 -4.02
O -4.85 -1.68 -5.18
O -5.29 -1.15 -2.82
C -5.16 0.76 -4.57
F -6.44 0.62 -4.78
F -4.93 1.73 -3.64
F -4.60 1.19 -5.70
*
```

Properties
ΔE to the lowest compared entry with this formula, charge and spin in kcal per mole: 0.0
Orbital gap in eV: 8.272
Strongest force on any atom in Eh/bohr: 0.041
HOMO energy in eV: -14.15